Density functional theory data (ωB97M-V/def2-TZVPD) for a gas-phase ion, H3N2O3S (charge -1).

- E_HOMO: -0.178 Ha
- Net charge: -1
- Energy relative to the best compared isomer or geometry (same formula, charge and spin): 38.5 kcal/mol
- 2S+1: 1
- SMILES string: NNS(=O)(=O)[O-]
- Calculated total energy: -735.21252 Eh

CARTESIAN COORDINATES (ANGSTROEM)
1 N -0.1634 0.5275 0.2595
2 N -0.1793 -0.2723 -0.9320
3 O 2.2406 -0.9261 -0.9100
4 O 0.5958 -2.6167 -1.3740
5 O 0.9200 -1.6382 1.1756
6 S 0.9691 -1.5141 -0.5550
7 H 0.2421 0.0330 1.0370
8 H 0.4426 1.3697 -0.0516
9 H -1.1730 -0.6359 -1.1536


Density functional theory data (ωB97M-V/def2-TZVPD) for a molecular structure, C25H28Cl2N4O4Ru.

- E_HOMO (spin up / spin down): -0.352 / -0.383 Ha
- Net charge: +1
- Energy relative to the best compared isomer or geometry (same formula, charge and spin): 20.6 kcal/mol
- 2S+1: 6
- Calculated total energy: -2504.46648 Eh

CARTESIAN COORDINATES (ANGSTROEM)
1 Ru 0.0013 0.0265 0.0063
2 Cl -3.3286 -3.9704 0.6530
3 C -2.5374 -3.0710 1.8544
4 C -2.7348 -3.3260 3.1920
5 C -2.0950 -2.5622 4.1628
6 Cl -2.4016 -2.9144 5.8019
7 C -1.1935 -1.5032 3.8252
8 C -0.5510 -0.6845 4.7559
9 C 0.2828 0.3165 4.2890
10 C 0.5034 0.4507 2.9346
11 N -0.0745 -0.3418 2.0208
12 C -0.9537 -1.2697 2.4567
13 C -1.6493 -2.0145 1.4268
14 O -1.4712 -1.7556 0.2196
15 H -3.4012 -4.1185 3.5028
16 H -0.7142 -0.8197 5.8153
17 H 0.7573 0.9961 4.9826
18 H 1.1433 1.2215 2.5255
19 O -0.6506 0.7977 -2.8787
20 C -0.3033 0.4512 -1.8632
21 C -4.7672 6.9103 1.3646
22 C -3.8279 5.7603 1.1387
23 C -3.5034 5.3358 -0.1440
24 C -2.6571 4.2574 -0.3626
25 C -2.3122 3.8038 -1.7536
26 C -2.1263 3.5916 0.7445
27 C -2.4030 4.0172 2.0426
28 C -1.7715 3.3255 3.2199
29 C -3.2561 5.0967 2.2206
30 C -1.2906 2.3641 0.5200
31 O -0.0363 2.4340 0.4508
32 O -1.8993 1.2565 0.3974
33 H -5.3152 7.1576 0.4571
34 H -4.2167 7.8006 1.6774
35 H -5.4814 6.6787 2.1548
36 H -3.9284 5.8531 -0.9973
37 H -2.7029 4.4914 -2.5006
38 H -2.7303 2.8124 -1.9446
39 H -1.2294 3.7321 -1.8732
40 H -1.8122 2.2395 3.1024
41 H -2.2713 3.5964 4.1486
42 H -0.7194 3.6128 3.2999
43 H -3.4867 5.4277 3.2280
44 C 1.8590 -2.5222 -1.1149
45 N 3.0926 -2.0309 -0.5393
46 C 3.8714 -3.0493 0.1585
47 C 3.2389 -0.7131 -0.2138
48 N 2.2229 0.1175 -0.0931
49 N 4.5159 -0.2914 -0.0307
50 C 5.6328 -0.8444 -0.7892
51 C 4.7814 0.9825 0.6117
52 H 2.0038 -3.5610 -1.4034
53 H 1.5990 -1.9534 -2.0051
54 H 1.0231 -2.4921 -0.4059
55 H 3.2339 -3.5820 0.8710
56 H 4.6918 -2.6030 0.7110
57 H 4.2737 -3.7715 -0.5524
58 H 2.5255 1.0805 -0.0165
59 H 5.2941 -1.6405 -1.4440
60 H 6.4072 -1.2282 -0.1224
61 H 6.0715 -0.0595 -1.4095
62 H 4.1095 1.1310 1.4560
63 H 4.6896 1.8268 -0.0793
64 H 5.8009 0.9668 0.9925


Density functional theory data (ωB97M-V/def2-TZVPD) for 13 unconnected molecules or ions with the total composition C44H123N9O13.

- E_HOMO: -0.321 Ha
- Energy relative to the best compared isomer or geometry (same formula, charge and spin): 98.3 kcal/mol
- 2S+1: 1
- Calculated total energy: -3220.81922 Eh

CARTESIAN COORDINATES (ANGSTROEM)
1 C -1.7874 0.7674 -0.1844
2 C -0.5491 0.8575 -1.0569
3 O 0.5343 1.3918 -0.2939
4 H -2.5750 0.4508 -0.8857
5 H -1.9348 1.7428 0.1468
6 H -1.6954 0.1117 0.7156
7 H -0.7276 1.5291 -1.9796
8 H -0.2508 -0.1009 -1.4899
9 H 1.4217 0.9774 -0.6598
10 C -3.5975 4.4981 0.7097
11 C -3.2164 5.5862 1.7842
12 O -4.0079 5.2677 2.8940
13 H -3.2819 4.7590 -0.2873
14 H -4.6905 4.3607 0.6841
15 H -3.1103 3.5928 0.9546
16 H -3.3266 6.5248 1.3284
17 H -2.1535 5.4767 2.0012
18 H -4.0362 6.0388 3.4605
19 C -0.6952 4.5195 -3.9364
20 C 0.6287 5.1903 -3.9119
21 O 1.3084 5.1467 -2.6889
22 H -0.6370 3.4986 -3.6362
23 H -1.1001 4.5811 -4.9364
24 H -1.4161 5.0461 -3.2498
25 H 0.5194 6.1967 -4.2579
26 H 1.1991 4.7097 -4.6892
27 H 2.2612 5.3096 -2.8417
28 C 1.2638 4.8434 1.2672
29 C 0.9778 3.4547 2.0263
30 O -0.2700 2.9280 1.7077
31 H 2.1778 5.2078 1.7413
32 H 0.4452 5.4864 1.5150
33 H 1.2729 4.7604 0.1835
34 H 0.9397 3.6956 3.0853
35 H 1.8155 2.7698 1.8975
36 H -0.1186 2.2697 0.9516
37 C -2.1849 -0.4364 -4.3288
38 C -1.7400 -0.2513 -5.7896
39 C -1.8966 1.1952 -6.2197
40 O -3.3031 1.5110 -6.2998
41 C -3.6431 2.9397 -6.5418
42 N -0.2858 -0.5671 -6.0797
43 H -3.2542 -0.2349 -4.2930
44 H -1.5055 0.2219 -3.7218
45 H -2.0339 -1.5108 -4.0647
46 H -2.4336 -0.9257 -6.3936
47 H -1.3190 1.3516 -7.1658
48 H -1.4495 1.9170 -5.5888
49 H -3.3359 3.5959 -5.7191
50 H -4.7411 2.9651 -6.4741
51 H -3.2208 3.1264 -7.5187
52 H -0.1418 -0.8220 -7.0329
53 H 0.0619 -1.3092 -5.4994
54 C -6.8061 -1.0481 -1.1282
55 C -5.6535 -0.2999 -0.4216
56 C -5.5075 1.1142 -0.9967
57 O -4.7331 1.0693 -2.1837
58 C -4.6415 2.2388 -2.9463
59 N -5.9687 -0.3245 0.9877
60 H -6.5728 -1.2453 -2.1766
61 H -7.7294 -0.5893 -1.2379
62 H -6.8973 -2.0793 -0.6541
63 H -4.6781 -0.7974 -0.6362
64 H -4.9296 1.6946 -0.2462
65 H -6.4338 1.6407 -1.2099
66 H -4.0866 1.9964 -3.8706
67 H -4.1611 3.1041 -2.4050
68 H -5.6430 2.5948 -3.1568
69 H -6.3556 -1.2494 1.1744
70 H -5.2490 -0.0685 1.5935
71 C 2.1536 1.9811 -3.5048
72 C 3.1706 1.6701 -2.4174
73 C 3.3928 2.8746 -1.4602
74 O 3.9961 3.8963 -2.1914
75 C 4.3156 5.0692 -1.3842
76 N 2.7437 0.5569 -1.5882
77 H 2.5782 2.7671 -4.1404
78 H 1.2634 2.4198 -3.1050
79 H 1.9860 1.1093 -4.1405
80 H 4.1463 1.4567 -2.8932
81 H 3.9415 2.5156 -0.5971
82 H 2.3748 3.1132 -1.1871
83 H 4.8322 5.7068 -2.0945
84 H 5.1334 4.8257 -0.6421
85 H 3.4240 5.5076 -0.9606
86 H 2.1770 -0.1400 -2.0840
87 H 3.4289 0.1251 -0.9840
88 C 6.8690 -0.2276 -0.3540
89 C 6.8044 0.2713 1.0715
90 C 5.5139 -0.1939 1.7751
91 O 4.3400 0.4588 1.2626
92 C 3.1741 0.1753 2.1036
93 N 7.9074 -0.2742 1.8656
94 H 6.5144 -1.3050 -0.3597
95 H 7.8798 -0.2537 -0.7531
96 H 6.1874 0.3190 -0.9747
97 H 6.7987 1.3497 1.1428
98 H 5.5774 0.2048 2.7977
99 H 5.3457 -1.2665 1.9410
100 H 2.2923 0.2467 1.4684
101 H 3.2127 0.9155 2.9299
102 H 3.2500 -0.8551 2.5375
103 H 8.7627 -0.4352 1.3844
104 H 8.1307 0.2371 2.6942
105 C 3.4752 -2.8028 -2.8543
106 C 1.9694 -2.6849 -2.8077
107 C 1.2821 -3.9283 -3.4065
108 O -0.1215 -3.6485 -3.6344
109 C -0.7423 -4.7127 -4.2720
110 N 1.5370 -2.4502 -1.4161
111 H 4.1477 -2.0569 -2.3109
112 H 3.8825 -2.9179 -3.8759
113 H 3.8160 -3.7604 -2.4483
114 H 1.7270 -1.7931 -3.4727
115 H 1.3957 -4.6520 -2.5944
116 H 1.8765 -4.2742 -4.3060
117 H -0.8555 -5.6531 -3.6683
118 H -0.1083 -5.0634 -5.1326
119 H -1.5953 -4.2526 -4.6861
120 H 0.5630 -2.6345 -1.2580
121 H 1.9455 -3.0146 -0.7190
122 C 1.0307 2.4167 7.3314
123 C -0.5219 2.4055 7.7536
124 C -1.4007 3.2205 6.7107
125 O -1.3540 2.5888 5.4162
126 C -2.0233 3.3947 4.4496
127 N -1.0305 1.0417 7.9801
128 H 1.4530 3.4404 7.3424
129 H 1.0779 1.9073 6.3667
130 H 1.6022 1.8881 8.1176
131 H -0.6485 3.0364 8.6355
132 H -1.0806 4.3077 6.6106
133 H -2.4309 3.1752 7.0087
134 H -2.1580 2.7608 3.5701
135 H -1.4505 4.2400 3.9836
136 H -2.9470 3.7775 4.8812
137 H -1.3045 0.7079 7.0737
138 H -1.8452 1.0312 8.5784
139 C 0.5894 -4.7333 2.1624
140 C -0.8085 -4.1539 2.0616
141 C -1.0883 -3.1908 0.9305
142 O -1.1290 -3.8350 -0.3079
143 C -1.8212 -2.9312 -1.2478
144 N -1.6780 -5.3173 2.1920
145 H 1.3039 -3.9266 1.8875
146 H 0.6438 -5.5574 1.4554
147 H 0.8202 -5.0697 3.1896
148 H -0.9310 -3.4917 2.9560
149 H -0.3276 -2.3922 0.8727
150 H -2.0990 -2.7302 1.1493
151 H -1.3444 -1.9168 -1.2588
152 H -2.9197 -2.8547 -1.0238
153 H -1.7658 -3.3136 -2.2486
154 H -1.7688 -5.9033 1.3606
155 H -2.6322 -5.0471 2.4278
156 C -1.0386 0.1690 3.6028
157 C -2.0209 -0.7057 4.3489
158 C -3.2150 -1.0040 3.5264
159 O -3.8864 0.2055 3.1300
160 C -4.5982 0.8672 4.1371
161 N -1.3748 -1.9706 4.7084
162 H -0.3159 -0.4473 3.0725
163 H -0.6609 1.0036 4.1868
164 H -1.4747 0.6150 2.7224
165 H -2.3684 -0.1946 5.2640
166 H -3.9631 -1.6435 3.9627
167 H -3.0348 -1.4566 2.5827
168 H -3.9260 1.4548 4.8038
169 H -5.1821 0.2521 4.8787
170 H -5.3633 1.5404 3.6953
171 H -1.9342 -2.3901 5.4395
172 H -0.4400 -1.7492 5.0797
173 C 2.9476 -8.0582 -1.7039
174 C 3.4862 -7.5821 -0.3668
175 C 3.4756 -6.0666 -0.1666
176 O 4.2190 -5.7243 0.9742
177 C 4.4019 -4.3580 0.9320
178 N 2.8359 -8.2882 0.7929
179 H 3.5389 -7.6123 -2.4936
180 H 1.9082 -7.9133 -1.8355
181 H 3.1775 -9.0979 -1.8383
182 H 4.5691 -7.9061 -0.3386
183 H 2.5239 -5.6562 0.0251
184 H 3.9284 -5.6667 -1.0442
185 H 4.9940 -4.1492 0.0497
186 H 4.9498 -4.0843 1.8170
187 H 3.4536 -3.7904 0.9321
188 H 1.9714 -7.7887 1.1052
189 H 3.4768 -8.2650 1.5307


Density functional theory data (ωB97M-V/def2-TZVPD) for 9 unconnected molecules or ions with the total composition C52H94ClF9N11O12.

- E_HOMO: -0.378 Ha
- Net charge: +1
- 2S+1: 1
- Calculated total energy: -4901.64113 Eh

CARTESIAN COORDINATES (ANGSTROEM)
1 C -5.7331 0.5978 2.8629
2 C -5.7482 1.9770 2.1878
3 C -4.3898 2.6653 2.0575
4 N -3.6053 2.5605 0.8458
5 N -2.5059 1.6823 0.4822
6 C -2.5230 0.6020 1.4971
7 C -1.4088 -0.4556 1.4482
8 C -1.3324 -1.2453 2.6862
9 O -1.8576 -1.7431 1.3996
10 C -2.9859 1.0939 -0.9187
11 C -2.5543 -0.3460 -1.2603
12 C -1.1786 -0.7553 -1.7767
13 C -1.3208 -2.1742 -2.3402
14 O -0.1485 -2.4888 -3.1123
15 C -4.5757 0.9559 -0.9741
16 Cl -5.1867 1.0240 -2.7031
17 C -5.1820 -0.3041 -0.3180
18 C -5.7449 -1.4230 -1.2040
19 C -2.6026 1.9965 -2.0947
20 C -1.1586 2.5273 -2.1386
21 C -0.3949 2.4459 -0.8302
22 N 0.6017 1.3803 -0.7686
23 C -1.2143 2.5615 0.5034
24 O -0.2042 2.1661 1.4039
25 C 0.1062 2.0251 2.7630
26 O 1.0175 1.2999 2.9223
27 C -0.4317 2.6969 3.9867
28 C 0.4996 3.4884 4.6558
29 C 0.1744 4.1264 5.8321
30 C -1.0879 3.9839 6.3737
31 C -2.0024 3.1632 5.7346
32 C -1.6780 2.5297 4.5526
33 C -1.4125 4.0906 0.6902
34 F -2.0105 4.5994 -0.3989
35 F -2.2339 4.4086 1.7158
36 C -0.1681 5.0227 1.0428
37 F -0.5756 6.2323 0.6022
38 F -0.0468 5.1799 2.3633
39 C 1.2787 4.9061 0.4853
40 F 1.8141 3.6862 0.5166
41 F 1.2637 5.3194 -0.7883
42 C 2.2885 5.8212 1.2424
43 F 2.6321 5.2735 2.3819
44 F 1.8544 7.0428 1.4081
45 F 3.3866 5.8782 0.4888
46 H -4.7509 0.3495 3.2468
47 H -6.0738 -0.2080 2.2278
48 H -6.3811 0.5980 3.7282
49 H -6.2915 2.6098 2.8804
50 H -6.3396 2.0027 1.2790
51 H -4.6070 3.7278 2.1143
52 H -3.8829 2.5242 2.9927
53 H -3.8116 3.2592 0.1592
54 H -3.4363 0.0278 1.4708
55 H -2.3799 0.9781 2.4882
56 H -0.4915 -0.2158 0.9489
57 H -2.1631 -1.2474 3.3654
58 H -0.4339 -1.8052 2.8480
59 H -2.7897 -1.0626 -0.4858
60 H -3.2069 -0.6381 -2.0710
61 H -0.4159 -0.8407 -1.0184
62 H -0.8017 -0.1716 -2.6099
63 H -1.4075 -2.9042 -1.5470
64 H -2.1696 -2.2299 -3.0173
65 H -0.3352 -2.2175 -4.0109
66 H -5.1265 1.8175 -0.6522
67 H -4.5358 -0.8086 0.3869
68 H -6.0443 0.0277 0.2453
69 H -5.0600 -1.7614 -1.9669
70 H -5.8736 -2.2656 -0.5391
71 H -6.7309 -1.1940 -1.5744
72 H -3.2690 2.8391 -2.1907
73 H -2.6647 1.3803 -2.9701
74 H -1.1950 3.5498 -2.4808
75 H -0.5774 2.0122 -2.8879
76 H 0.2023 3.3457 -0.8539
77 H 1.5040 1.7511 -0.5140
78 H 0.7237 0.9891 -1.6906
79 H 1.4970 3.5905 4.2633
80 H 0.9068 4.7301 6.3363
81 H -1.3469 4.4953 7.2816
82 H -2.9681 3.0264 6.1883
83 H -2.3959 1.8681 4.1177
84 C 5.9977 8.2841 -3.5948
85 C 4.9645 7.5699 -4.4344
86 O 4.8921 7.7252 -5.6398
87 N 4.1031 6.7349 -3.7890
88 C 4.0376 6.4274 -2.3719
89 H 6.6008 8.9047 -4.2476
90 H 5.5142 8.9202 -2.8524
91 H 6.6492 7.5681 -3.0930
92 H 3.4412 6.2916 -4.4053
93 H 4.1845 5.3557 -2.2195
94 H 3.0602 6.7040 -1.9828
95 H 4.7996 6.9672 -1.8214
96 C 0.7900 -5.1284 0.1972
97 C -0.5215 -5.5523 -0.4181
98 O -1.4868 -4.7954 -0.4654
99 N -0.6015 -6.8011 -0.9213
100 C 0.4219 -7.8403 -0.9711
101 H 0.6887 -4.1067 0.5512
102 H 1.0448 -5.7707 1.0405
103 H 1.5910 -5.1694 -0.5410
104 H -1.5041 -7.0151 -1.3143
105 H 0.5952 -8.1152 -2.0132
106 H 0.0599 -8.7160 -0.4280
107 H 1.3531 -7.5076 -0.5270
108 C 1.5776 -0.5478 6.3583
109 C 0.6781 -1.6709 5.9024
110 O -0.5158 -1.5248 5.6579
111 N 1.2341 -2.9064 5.8048
112 C 2.6088 -3.2883 6.0685
113 H 1.0058 0.3672 6.4139
114 H 1.9726 -0.7696 7.3484
115 H 2.4032 -0.3973 5.6666
116 H 0.5864 -3.6223 5.5156
117 H 3.0562 -3.7198 5.1715
118 H 2.6435 -4.0349 6.8633
119 H 3.1929 -2.4268 6.3714
120 C 4.6208 3.5138 7.5629
121 C 4.4011 2.0205 7.6212
122 O 3.2925 1.5173 7.4924
123 N 5.4906 1.2431 7.8337
124 C 6.8717 1.6577 8.0136
125 H 3.6651 3.9984 7.3956
126 H 5.0369 3.8783 8.5022
127 H 5.2951 3.7740 6.7473
128 H 5.2822 0.2579 7.8680
129 H 7.4981 1.2115 7.2403
130 H 7.2362 1.3256 8.9861
131 H 6.9622 2.7362 7.9571
132 C 1.6049 -10.4466 -5.4393
133 C 1.8893 -9.1090 -4.8012
134 O 1.5464 -8.8545 -3.6518
135 N 2.5409 -8.1856 -5.5444
136 C 3.0192 -8.3067 -6.9110
137 H 1.0820 -11.0685 -4.7204
138 H 0.9767 -10.3262 -6.3223
139 H 2.5329 -10.9430 -5.7230
140 H 2.6985 -7.3160 -5.0604
141 H 4.0995 -8.1600 -6.9408
142 H 2.5501 -7.5471 -7.5373
143 H 2.7881 -9.2846 -7.3163
144 C 9.4307 13.2882 -6.5725
145 C 8.8954 13.0234 -5.1841
146 O 9.3037 13.6242 -4.2061
147 N 7.9260 12.0754 -5.0596
148 C 7.3175 11.2607 -6.0979
149 H 10.1886 14.0613 -6.5060
150 H 9.8818 12.3878 -6.9907
151 H 8.6348 13.6315 -7.2341
152 H 7.6131 11.9488 -4.1108
153 H 6.2426 11.4453 -6.1194
154 H 7.4892 10.2064 -5.8789
155 H 7.7366 11.4902 -7.0705
156 C -2.3712 -8.2277 -4.2249
157 C -3.4302 -9.1203 -4.8300
158 O -3.6424 -9.1488 -6.0281
159 N -4.1489 -9.9045 -3.9778
160 C -4.0345 -10.0060 -2.5357
161 H -1.8859 -7.6680 -5.0173
162 H -2.8230 -7.5213 -3.5256
163 H -1.6173 -8.8247 -3.7073
164 H -4.8372 -10.4752 -4.4425
165 H -3.7880 -11.0296 -2.2494
166 H -4.9833 -9.7382 -2.0649
167 H -3.2600 -9.3447 -2.1623
168 C -4.6661 -6.2394 -1.3010
169 C -5.9268 -5.5749 -0.7981
170 O -6.1916 -4.4125 -1.0667
171 N -6.7630 -6.3176 -0.0305
172 C -6.6091 -7.6997 0.3858
173 H -4.1070 -5.5196 -1.8901
174 H -4.0421 -6.5619 -0.4663
175 H -4.9116 -7.0995 -1.9277
176 H -7.5846 -5.8183 0.2708
177 H -7.4482 -8.2945 0.0218
178 H -6.5899 -7.7619 1.4747
179 H -5.6881 -8.1189 -0.0035